{
  "formula": "C18H15N3O3",
  "method": "ωB97M-V/def2-TZVPD",
  "gap_ev": 7.63,
  "total_energy_ev": -29522.926,
  "de_lowest_kj_mol": 0.00,
  "molar_mass_g_mol": 321.3,
  "smiles": "CC(=O)Nc1cccc(N/C=C(\\C=O)c2nc3ccccc3o2)c1",
  "symbols": ["C", "C", "O", "N", "C", "C", "C", "C", "C", "N", "C", "C", "C", "O", "C", "N", "C", "C", "C", "C", "C", "C", "O", "C", "H", "H", "H", "H", "H", "H", "H", "H", "H", "H", "H", "H", "H", "H", "H"],
  "positions_angstrom": [[-6.765585, -0.769727, 1.035365], [-6.578049, 0.471301, 0.201750], [-7.457376, 1.284584, 0.025038], [-5.341521, 0.701518, -0.342044], [-4.156406, -0.033714, -0.320038], [-4.124637, -1.425133, -0.403848], [-2.908902, -2.085305, -0.392772], [-1.714858, -1.395042, -0.314359], [-1.732163, -0.001046, -0.259356], [-0.587827, 0.775908, -0.197989], [0.684444, 0.390009, -0.155720], [1.720934, 1.298653, -0.093514], [1.480192, 2.720261, -0.071511], [0.373878, 3.241396, -0.105390], [3.083957, 0.840501, -0.046730], [4.137583, 1.592562, 0.015023], [5.201809, 0.726325, 0.040768], [6.570793, 0.947918, 0.104120], [7.390411, -0.163073, 0.113764], [6.875874, -1.457988, 0.062463], [5.514527, -1.699104, -0.000935], [4.694706, -0.588881, -0.010633], [3.338924, -0.503532, -0.066281], [-2.955088, 0.666119, -0.265144], [-7.094206, -1.592977, 0.404306], [-7.554115, -0.571122, 1.757213], [-5.850625, -1.048624, 1.549980], [-5.261026, 1.632894, -0.734755], [-5.035717, -1.987740, -0.509027], [-2.893503, -3.162610, -0.457702], [-0.784613, -1.938653, -0.310312], [-0.699760, 1.800281, -0.176304], [0.908024, -0.668707, -0.169277], [2.392129, 3.330366, -0.020232], [6.964099, 1.950254, 0.143480], [8.460904, -0.030040, 0.161903], [7.557079, -2.295295, 0.072164], [5.111745, -2.698503, -0.040760], [-2.966016, 1.745964, -0.222713]],
  "forces_ev_per_angstrom": [[-0.13, 0.12, 0.08], [-0.08, -0.17, 0.18], [-0.22, 0.07, 0.03], [0.24, 0.59, -0.38], [0.37, -0.40, 0.06], [-0.06, 0.09, -0.03], [-0.02, 0.10, 0.06], [0.17, 0.20, 0.02], [-0.73, -0.62, -0.10], [0.26, 0.77, 0.03], [0.33, 0.25, 0.02], [-0.59, -0.64, -0.04], [0.38, 0.14, 0.02], [-0.23, 0.06, -0.01], [0.74, 0.38, 0.04], [-0.74, 0.39, -0.02], [0.01, -1.15, -0.03], [-0.28, 0.02, -0.01], [0.17, -0.07, 0.00], [0.10, -0.01, 0.00], [-0.46, -0.03, -0.02], [1.14, 0.69, 0.06], [-0.46, -0.07, -0.02], [0.11, -0.13, 0.01], [0.03, -0.09, -0.03], [0.00, 0.05, -0.04], [0.02, -0.11, 0.03], [-0.15, -0.16, 0.05], [-0.11, -0.04, -0.01], [0.01, -0.09, -0.01], [0.10, -0.07, -0.01], [0.06, -0.27, 0.00], [-0.08, -0.02, 0.00], [-0.06, 0.12, 0.00], [0.06, 0.13, 0.01], [0.09, 0.01, 0.00], [0.05, -0.07, 0.00], [-0.01, -0.13, 0.00], [-0.02, 0.13, 0.05]]
}


{
  "formula": "C18H15N5O",
  "method": "ωB97M-V/def2-TZVPD",
  "gap_ev": 7.81,
  "total_energy_ev": -28407.410,
  "de_lowest_kj_mol": 44.58,
  "molar_mass_g_mol": 317.4,
  "smiles": "Oc1c(-c2nnc(CCc3ccccc3)[nH]2)ncc2cccnc12",
  "symbols": ["O", "C", "C", "C", "N", "N", "C", "C", "C", "C", "C", "C", "C", "C", "C", "N", "N", "C", "C", "C", "C", "C", "N", "C", "H", "H", "H", "H", "H", "H", "H", "H", "H", "H", "H", "H", "H", "H", "H"],
  "positions_angstrom": [[0.295023, -1.245187, 0.644586], [-0.565103, -0.677383, 1.550514], [-0.478618, 0.684065, 1.913633], [0.483123, 1.595221, 1.222412], [0.452400, 2.913270, 1.210173], [1.441822, 3.410471, 0.340852], [2.023650, 2.359022, -0.193374], [3.109173, 2.400851, -1.207562], [2.437504, 2.276847, -2.627079], [1.603927, 1.049104, -2.773307], [2.238509, -0.192013, -3.013070], [1.477970, -1.340376, -3.192646], [0.074003, -1.285757, -3.115572], [-0.563945, -0.042474, -2.872829], [0.215578, 1.131535, -2.660750], [1.470639, 1.223947, 0.366076], [-1.296546, 1.221844, 2.813229], [-2.236649, 0.476265, 3.392970], [-2.443155, -0.843845, 3.103008], [-3.443000, -1.657132, 3.727422], [-3.495905, -2.968689, 3.349010], [-2.548151, -3.518706, 2.458669], [-1.604470, -2.753419, 1.882665], [-1.560627, -1.447924, 2.182804], [-0.033788, -2.166535, 0.489964], [3.646731, 3.375262, -1.105206], [3.789004, 1.561034, -1.057994], [1.797263, 3.141808, -2.840582], [3.188870, 2.280110, -3.407904], [3.296047, -0.369765, -3.137607], [1.970227, -2.264953, -3.421844], [-0.490853, -2.180627, -3.283359], [-1.660092, -0.001923, -2.794370], [-0.286033, 2.088724, -2.480240], [1.569992, 0.245395, 0.068071], [-2.892274, 0.987296, 4.109579], [-4.148121, -1.244160, 4.450624], [-4.236207, -3.638804, 3.738103], [-2.597917, -4.582398, 2.170932]],
  "forces_ev_per_angstrom": [[-0.94, -0.45, 0.41], [0.46, 1.10, 0.16], [0.81, -0.94, -1.31], [0.30, 1.63, -0.65], [0.05, 0.60, 0.20], [-0.93, -1.49, 0.61], [-0.68, -0.12, 1.56], [-0.57, 0.42, -0.80], [0.28, 0.61, 0.29], [0.38, -0.58, 0.02], [-1.14, -0.32, -0.15], [-1.07, 0.66, 0.23], [0.39, 1.53, 0.09], [0.76, -0.25, 0.39], [-0.58, -1.45, -0.63], [0.63, -1.59, -0.98], [-1.11, -0.25, 0.98], [0.59, 2.59, 0.00], [-0.35, -1.50, 0.30], [0.48, 0.02, -0.72], [0.01, -0.26, 0.25], [1.11, 1.37, -1.07], [-1.08, -2.25, 0.17], [-0.08, -0.07, 0.13], [0.28, 0.72, 0.26], [-0.38, -0.88, -0.10], [0.12, 0.12, -0.03], [0.22, 0.01, 0.38], [0.39, -0.01, -0.05], [0.31, 0.77, 0.15], [0.12, -0.37, -0.02], [-0.34, -0.24, -0.01], [0.58, 0.04, -0.11], [0.32, -0.35, 0.00], [0.24, 0.81, 0.05], [0.32, -0.13, -0.23], [0.26, -0.02, -0.25], [-0.32, -0.13, 0.27], [0.18, 0.67, 0.19]]
}


{
  "formula": "C18H15N5O3S2",
  "method": "ωB97M-V/def2-TZVPD",
  "gap_ev": 7.43,
  "total_energy_ev": -54166.934,
  "de_lowest_kj_mol": 513.44,
  "molar_mass_g_mol": 413.5,
  "symbols": ["O", "N", "N", "N", "N", "O", "O", "S", "C", "C", "C", "C", "C", "C", "C", "C", "C", "C", "C", "C", "C", "C", "C", "C", "N", "S", "C", "C", "H", "H", "H", "H", "H", "H", "H", "H", "H", "H", "H", "H", "H", "H", "H"],
  "positions_angstrom": [[-2.487394, 5.097473, -1.648215], [3.176269, 0.418200, -0.471020], [2.068662, 0.980785, -0.308522], [-0.989703, 0.778384, -0.107134], [-1.965592, 0.039219, 2.392408], [2.050620, -0.759121, 1.085929], [3.511030, -3.252956, 1.227942], [5.868309, -0.710885, -0.380942], [3.236976, -0.553953, 0.423780], [1.367019, 0.339561, 0.613948], [6.785923, -2.162130, 0.120175], [6.027749, -3.036852, 0.797670], [4.659504, -2.582269, 0.893233], [4.441985, -1.330876, 0.362776], [-2.836980, 0.612885, 1.476549], [-0.119368, 0.413493, 0.876257], [-2.269769, 0.909301, 0.192557], [-0.762920, 0.066764, 2.078070], [-5.645886, 0.935745, -1.409542], [-5.680048, 2.167102, -2.027153], [-4.513409, 0.487215, -0.814534], [-4.726519, 3.116625, -1.730685], [-3.410394, 1.329852, -0.725509], [-3.532246, 2.626991, -1.211237], [-0.164429, -0.621214, 3.073236], [-1.996172, 3.735624, -1.285353], [3.633021, -4.654470, 1.540494], [-1.103532, 3.103916, -2.749712], [7.836657, -2.143481, -0.093485], [6.361066, -3.927299, 1.154839], [-3.879512, 0.680856, 1.753152], [-6.539944, 0.313050, -1.595002], [-6.484961, 2.444140, -2.707027], [-4.548975, -0.515652, -0.324622], [-4.795730, 4.141175, -2.078874], [-0.935444, -1.003385, 3.563500], [0.527895, -1.205118, 2.619121], [3.926994, -4.904464, 2.622001], [4.243164, -5.270021, 0.891434], [2.658418, -4.999948, 1.207899], [-1.796091, 2.460589, -3.324471], [-0.852495, 3.891419, -3.428519], [-0.343747, 2.543733, -2.545416]],
  "forces_ev_per_angstrom": [[-0.12, -0.34, -0.10], [3.76, -2.29, 1.34], [-6.43, 2.37, 1.27], [1.45, 0.26, 0.45], [-8.94, 3.51, -2.40], [1.93, 1.50, -0.87], [1.66, -1.00, 0.73], [0.83, -1.12, 0.65], [0.70, -0.90, -2.08], [-1.81, 0.13, -1.18], [-0.77, 2.31, -0.63], [-2.04, 1.75, -0.72], [-0.63, 0.30, -0.69], [0.54, -1.11, 1.38], [3.55, -1.36, 0.44], [-1.32, 1.12, -1.24], [-2.75, -0.02, 0.98], [4.52, -1.49, 0.08], [-1.72, -0.67, -1.94], [-0.95, 1.21, 0.30], [0.13, -1.17, 1.47], [1.21, -0.37, -1.02], [1.19, 0.05, 0.20], [1.30, 0.71, -0.45], [4.18, -0.27, -0.12], [-0.37, 0.16, 0.69], [-0.65, -0.24, 0.66], [-5.92, 1.60, -1.89], [0.18, -0.32, -0.05], [0.89, -2.42, 1.00], [0.08, 0.15, -0.20], [0.78, 0.01, 0.40], [-0.17, -0.08, 0.49], [0.41, 0.92, -0.50], [0.16, -0.05, -0.04], [0.13, -1.12, 0.97], [0.19, -0.66, 1.26], [-0.73, 0.68, -1.47], [0.97, 0.59, -0.38], [-0.40, -0.33, 1.00], [0.12, 0.25, 0.24], [0.13, 0.92, 0.10], [4.74, -3.15, 1.86]]
}


{
  "formula": "C18H15NO4SV",
  "method": "ωB97M-V/def2-TZVPD",
  "gap_ev": [6.52, 5.51],
  "total_energy_ev": -65092.833,
  "de_lowest_kj_mol": 0.00,
  "molar_mass_g_mol": 392.3,
  "multiplicity": 4,
  "total_charge": 2,
  "s_squared": 3.7717,
  "symbols": ["V", "C", "O", "C", "O", "C", "O", "C", "O", "C", "H", "H", "C", "H", "H", "N", "S", "C", "C", "C", "C", "C", "C", "C", "C", "C", "C", "C", "C", "H", "H", "H", "H", "H", "H", "H", "H", "H", "H", "H"],
  "positions_angstrom": [[0.015065, -0.196713, -0.399168], [-0.253192, 0.888316, 1.129097], [-0.376784, 1.478140, 2.130474], [0.018507, 1.313136, -1.542287], [-0.008014, 2.316187, -2.143070], [-1.888208, -0.665098, -0.646432], [-3.009668, -0.984445, -0.609498], [1.977571, -0.293733, -0.218578], [3.120163, -0.235290, 0.027652], [-0.009362, -1.397323, -3.552326], [0.929520, -1.958284, -3.454977], [-0.945862, -1.950088, -3.400819], [-0.011797, -0.089313, -3.828456], [-0.944552, 0.468044, -3.979478], [0.919406, 0.468258, -3.991028], [-0.092794, -1.965577, 0.715054], [1.142599, -2.543321, 1.679058], [0.971149, -1.673672, 3.243515], [2.120184, -1.164178, 3.864521], [2.038700, -0.647781, 5.160193], [0.807927, -0.593076, 5.821796], [-0.339413, -1.058047, 5.171133], [-0.261929, -1.569369, 3.872756], [0.557910, -4.184148, 2.220546], [-0.767480, -4.582931, 2.064227], [-1.184799, -5.811079, 2.584489], [-0.296044, -6.612178, 3.314283], [1.019148, -6.177625, 3.518863], [1.452049, -4.973997, 2.964021], [-0.465644, -2.766071, 0.178302], [3.060100, -1.168955, 3.313199], [2.948928, -0.298143, 5.648733], [0.747695, -0.183937, 6.835148], [-1.302472, -1.016482, 5.678313], [-1.162255, -1.860655, 3.340645], [-1.472969, -3.897512, 1.595893], [-2.222752, -6.112129, 2.460249], [-0.642454, -7.542818, 3.763163], [1.703574, -6.752405, 4.147381], [2.463651, -4.611207, 3.155613]],
  "forces_ev_per_angstrom": [[0.35, -4.66, -0.53], [-0.87, 4.23, 7.05], [0.50, -2.64, -4.69], [-0.12, 7.50, -4.41], [0.14, -4.38, 2.73], [-7.96, -1.72, 0.15], [5.43, 1.46, -0.35], [8.06, 0.89, 1.59], [-5.68, -0.53, -1.36], [0.05, -0.33, 0.81], [-0.42, 0.18, -0.16], [0.40, 0.16, -0.29], [0.02, 0.26, -0.12], [0.35, -0.27, 0.03], [-0.37, -0.31, -0.06], [0.18, 0.00, -0.84], [-0.28, -0.74, 1.15], [0.15, 0.70, 0.21], [0.00, -0.25, -0.40], [-0.04, 0.02, -0.09], [0.24, -0.19, -0.24], [-0.01, 0.09, -0.26], [-0.35, 0.02, 0.31], [0.02, -0.51, 0.45], [0.12, 0.27, -0.09], [0.24, 0.04, 0.18], [-0.01, 0.46, -0.15], [-0.15, 0.15, -0.03], [0.06, 0.48, -0.21], [0.15, 0.33, 0.44], [-0.04, -0.11, 0.32], [-0.30, -0.02, -0.16], [0.01, -0.22, -0.41], [0.21, 0.03, -0.19], [0.02, -0.20, 0.20], [-0.03, -0.39, 0.02], [0.24, 0.03, 0.02], [0.11, 0.23, -0.19], [-0.22, 0.15, -0.33], [-0.19, -0.21, -0.10]]
}